[1]
DFT (ωB97M-V with the def2-TZVPD basis set) results for a cluster of 2 separate species, C6H15NO in total.

Positions of all 23 atoms, in Å:
C 1.513 1.148 -2.913
C 0.389 0.745 -1.984
C -0.880 2.023 -0.335
N -0.312 1.938 -1.480
H 1.153 1.782 -3.721
H 2.321 1.635 -2.386
H 1.915 0.243 -3.358
H -0.356 0.184 -2.550
H 0.700 0.169 -1.112
H -1.486 2.907 -0.174
H -0.595 1.115 0.388
H -0.433 2.677 -2.166
C 0.012 -0.282 2.108
O 0.199 0.030 0.771
C 0.070 -1.794 2.353
C -1.053 -2.525 1.627
H -0.989 0.037 2.464
H 0.768 0.214 2.741
H 0.042 -1.995 3.425
H 1.037 -2.137 1.975
H -1.116 -3.566 1.949
H -0.889 -2.504 0.554
H -2.010 -2.044 1.824

Cartesian forces (eV/Å) of the 3 atoms listed first:
C -0.08 -0.36 0.11
C 0.06 0.12 -0.09
C -0.21 0.13 -0.20

Summary:
Kohn-Sham gap = 7.75 eV
electronic energy = -367.49369 Ha
lowest unoccupied orbital energy = 0.2 eV
relative energy (zero: lowest compared OMol25 entry of this formula, charge and spin) = 86.35 kcal per mole

=====

[2]
DFT (ωB97M-V with the def2-TZVPD basis set) results for a cluster of 2 separate species, C6H15NO in total.

Positions of all 23 atoms, in Å:
C 0.774 2.008 2.796
C -0.053 1.650 1.598
C -0.431 0.265 1.444
N -0.621 -0.614 2.498
O -0.469 -0.447 0.442
H 1.173 3.000 2.563
H 1.498 1.131 3.267
H 0.038 2.273 3.599
H -1.084 2.035 1.639
H 0.385 1.998 0.697
H -1.004 -1.458 2.034
H -0.103 -0.603 3.323
C 1.119 -1.261 -1.923
C -0.277 -0.986 -2.582
C -0.244 -0.441 -3.964
H 1.914 -1.696 -2.546
H 0.824 -2.157 -1.178
H 1.374 -0.437 -1.390
H -0.802 -1.923 -2.529
H -0.787 -0.402 -1.831
H 0.126 0.597 -4.055
H 0.452 -1.194 -4.411
H -1.230 -0.701 -4.412

Cartesian forces (eV/Å) of the 3 atoms listed first:
C -0.24 -0.70 2.59
C -1.21 0.02 -0.17
C 1.63 -5.67 0.02

Summary:
Kohn-Sham gap = 10.03 eV
electronic energy = -367.52962 Ha
lowest unoccupied orbital energy = 0.8 eV
SMILES = CCC(N)=O.CCC
relative energy (zero: lowest compared OMol25 entry of this formula, charge and spin) = 63.81 kcal per mole

=====

[3]
DFT (ωB97M-V with the def2-TZVPD basis set) results for the molecule C6H15NO.

Positions of all 23 atoms, in Å:
C 2.225 1.963 -1.237
C 2.597 0.825 -0.174
N 1.525 -0.206 -0.403
C 0.554 -0.636 0.592
C -0.697 0.259 0.572
C -1.985 -0.486 0.988
C -2.280 -1.393 -0.124
O -3.599 -1.871 0.090
H 1.871 1.496 -2.232
H 3.105 2.716 -1.364
H 1.589 2.675 -0.629
H 2.758 1.253 0.890
H 3.672 0.417 -0.402
H 1.005 0.151 -1.132
H 1.055 -0.604 1.659
H 0.387 -1.731 0.278
H -0.559 1.207 1.361
H -0.832 0.717 -0.400
H -1.926 -1.094 1.927
H -2.847 0.277 1.312
H -2.266 -0.911 -1.158
H -1.545 -2.179 -0.308
H -3.807 -2.843 -0.104

Cartesian forces (eV/Å) of the 3 atoms listed first:
C 1.88 1.30 1.64
C 1.11 0.17 -0.82
N 2.56 0.08 1.99

Summary:
Kohn-Sham gap = 9.39 eV
electronic energy = -367.49532 Ha
lowest unoccupied orbital energy = 0.9 eV
SMILES = CCNCCCCO
relative energy (zero: lowest compared OMol25 entry of this formula, charge and spin) = 85.33 kcal per mole

=====

[4]
DFT (ωB97M-V with the def2-TZVPD basis set) results for a cluster of 2 separate species, C6H15NO in total.

Positions of all 23 atoms, in Å:
C -0.265 -2.127 -1.595
C -0.399 -1.804 -0.115
C -0.695 -0.529 0.051
C -0.570 0.094 1.376
C 0.950 0.675 1.370
C 1.141 1.597 0.117
N 1.141 1.480 2.622
H 0.802 -2.231 -1.972
H -0.983 -2.903 -1.891
H -0.484 -1.307 -2.395
H -0.098 -2.639 0.538
H -0.974 0.111 -0.751
H -1.402 0.823 1.609
H -0.545 -0.685 2.185
H 1.642 -0.166 1.369
H 0.535 2.439 0.040
H 2.256 1.778 0.112
H 1.013 0.948 -0.902
H 0.327 1.890 3.014
H 1.539 0.904 3.333
O -1.489 0.622 -3.093
H -1.706 -0.183 -2.668
H -1.735 1.215 -2.353

Cartesian forces (eV/Å) of the 3 atoms listed first:
C 0.26 0.49 -2.53
C 0.55 -0.04 -3.31
C -0.71 -0.89 2.58

Summary:
Kohn-Sham gap = 9.61 eV
electronic energy = -367.51123 Ha
lowest unoccupied orbital energy = 0.9 eV
SMILES = C/C=C/C[C@@H](C)N.O
relative energy (zero: lowest compared OMol25 entry of this formula, charge and spin) = 75.34 kcal per mole

=====

[5]
DFT (ωB97M-V with the def2-TZVPD basis set) results for a cluster of 2 separate species, C6H15NO in total.

Positions of all 23 atoms, in Å:
C 2.241 0.348 -0.169
C 1.349 1.381 -0.856
C -0.188 1.175 -0.431
C -1.002 0.309 -0.995
N -0.545 -0.667 -1.907
C -0.670 2.215 0.468
C -0.484 1.851 2.018
H 1.972 0.259 0.890
H 2.135 -0.559 -0.761
H 3.203 0.670 -0.338
H 1.623 2.321 -0.379
H 1.365 1.405 -1.917
H -2.086 0.330 -1.066
H 0.382 -1.068 -1.754
H -1.239 -1.138 -2.404
H -0.373 3.240 0.058
H -1.730 2.480 0.246
H -0.063 0.831 1.916
H -1.439 2.037 2.513
H 0.237 2.579 2.476
O -1.305 -6.560 0.591
H -1.942 -7.140 0.293
H -1.440 -6.301 1.506

Cartesian forces (eV/Å) of the 3 atoms listed first:
C -2.05 -0.40 -1.19
C -2.57 -0.73 2.96
C 2.05 1.18 -0.86

Summary:
Kohn-Sham gap = 8.58 eV
electronic energy = -367.52652 Ha
lowest unoccupied orbital energy = 1.0 eV
SMILES = CCC(=CN)CC.O
relative energy (zero: lowest compared OMol25 entry of this formula, charge and spin) = 65.75 kcal per mole

=====

[6]
DFT (ωB97M-V with the def2-TZVPD basis set) results for a cluster of 2 separate species, C6H15NO in total.

Positions of all 23 atoms, in Å:
C 1.802 1.185 1.659
C 0.851 2.222 1.071
C -0.490 1.606 0.670
C -0.399 0.677 -0.472
C -1.190 -0.455 -0.578
N -1.211 -1.281 -1.612
C -0.258 -1.214 -2.724
H 1.381 0.757 2.567
H 2.016 0.386 0.940
H 2.753 1.638 1.957
H 1.308 2.686 0.194
H 0.668 2.997 1.809
H -1.192 2.410 0.390
H -0.972 1.101 1.511
H 0.298 0.946 -1.255
H -1.895 -0.713 0.206
H -1.507 -2.226 -1.363
H 0.753 -1.426 -2.377
H -0.288 -0.224 -3.170
H -0.564 -1.933 -3.487
H 0.285 -1.472 1.056
H 0.658 -1.955 2.463
O 0.388 -2.270 1.587

Cartesian forces (eV/Å) of the 3 atoms listed first:
C 0.15 0.14 0.00
C 0.17 -0.20 0.00
C -0.17 -0.16 0.17

Summary:
Kohn-Sham gap (spin up / spin down) = 11.04 / 7.97 eV
electronic energy = -367.30619 Ha
spin multiplicity = 2
lowest unoccupied orbital energy (spin up / spin down) = -3.3 / -7.1 eV
relative energy (zero: lowest compared OMol25 entry of this formula, charge and spin) = 7.58 kcal per mole
total charge = +1

=====

[7]
DFT (ωB97M-V with the def2-TZVPD basis set) results for the ion C6H15NO with charge +1.

Positions of all 23 atoms, in Å:
C 0.035 1.325 0.223
N -1.036 0.847 -0.623
C -1.183 1.181 -2.022
O -2.115 0.340 -2.607
C 0.273 0.322 1.365
C 0.968 -0.964 0.910
C 2.495 -0.771 0.915
C 0.510 -2.131 1.775
H 0.935 1.402 -0.396
H -0.250 2.281 0.664
H -1.327 -0.117 -0.428
H -0.245 0.981 -2.527
H -1.397 2.250 -2.125
H -3.008 0.553 -2.320
H 0.811 0.840 2.156
H -0.705 0.052 1.781
H 0.737 -1.139 -0.149
H 2.951 -0.379 0.002
H 2.817 -0.078 1.701
H 3.033 -1.694 1.137
H 0.457 -1.876 2.827
H -0.483 -2.431 1.446
H 1.101 -3.020 1.597

Cartesian forces (eV/Å) of the 3 atoms listed first:
C -0.18 -0.70 0.88
N 1.34 -0.65 -0.37
C -1.19 -0.02 -0.18

Summary:
Kohn-Sham gap (spin up / spin down) = 12.23 / 7.23 eV
electronic energy = -367.27561 Ha
spin multiplicity = 2
lowest unoccupied orbital energy (spin up / spin down) = -2.9 / -7.9 eV
relative energy (zero: lowest compared OMol25 entry of this formula, charge and spin) = 26.77 kcal per mole
total charge = +1

=====

[8]
DFT (ωB97M-V with the def2-TZVPD basis set) results for a cluster of 2 separate species, C6H15NO in total.

Positions of all 23 atoms, in Å:
C -1.342 -1.472 -0.345
C -0.675 -0.148 -0.754
C -0.156 0.559 0.616
C 1.369 -0.059 1.285
C 2.237 -0.506 0.095
C 3.180 0.646 -0.239
N -1.708 0.543 -1.519
H -0.567 -2.178 0.069
H -2.076 -1.314 0.452
H -1.870 -1.897 -1.303
H 0.227 -0.279 -1.432
H -1.076 0.615 1.354
H 0.015 1.641 0.482
H 0.776 -0.878 1.941
H 1.446 0.730 2.028
H 3.929 0.938 0.516
H 3.618 0.675 -1.282
H 2.581 1.543 -0.096
H -2.630 0.491 -1.056
H -1.506 1.515 -1.685
H -4.630 0.358 0.295
H 2.586 -1.509 0.399
O -3.726 -0.017 0.177

Cartesian forces (eV/Å) of the 3 atoms listed first:
C 0.76 -1.41 -1.36
C -0.48 -0.30 0.66
C -1.87 1.33 -0.52

Summary:
Kohn-Sham gap (spin up / spin down) = 6.75 / 5.25 eV
electronic energy = -367.05599 Ha
spin multiplicity = 2
lowest unoccupied orbital energy (spin up / spin down) = -6.8 / -7.6 eV
relative energy (zero: lowest compared OMol25 entry of this formula, charge and spin) = 164.59 kcal per mole
total charge = +1

=====

[9]
DFT (ωB97M-V with the def2-TZVPD basis set) results for a structure of composition C6H15NO2.

Positions of all 24 atoms, in Å:
C -0.873 -0.488 0.117
C 1.660 -0.199 -0.025
C -0.076 0.155 -0.888
C -1.467 0.263 1.278
C 1.884 0.004 1.449
C -0.164 1.638 -1.138
N -2.169 -0.382 -1.380
O -0.644 -1.790 0.440
O 1.951 -1.561 -0.345
H 0.183 -2.095 0.020
H 2.152 -1.629 -1.285
H 2.287 0.470 -0.624
H 0.143 -0.450 -1.763
H -3.020 -0.033 -0.941
H -2.292 -1.387 -1.497
H -2.248 -0.357 1.715
H -1.895 1.210 0.966
H -0.722 0.436 2.053
H 2.931 -0.181 1.712
H 1.637 1.027 1.731
H 1.282 -0.692 2.034
H 0.768 1.999 -1.574
H -0.980 1.834 -1.829
H -0.328 2.207 -0.226

Cartesian forces (eV/Å) of the 3 atoms listed first:
C -3.56 -0.19 -2.25
C -1.46 0.88 -2.02
C 5.76 0.00 2.60

Summary:
Kohn-Sham gap = 8.49 eV
electronic energy = -442.73116 Ha
lowest unoccupied orbital energy = 0.7 eV
relative energy (zero: lowest compared OMol25 entry of this formula, charge and spin) = 94.15 kcal per mole

=====

[10]
DFT (ωB97M-V with the def2-TZVPD basis set) results for a cluster of 2 separate species, C6H15NO2 in total.

Positions of all 24 atoms, in Å:
C -1.773 -1.057 -2.064
N -1.624 0.149 -1.200
C -1.533 -0.280 0.233
C -0.956 0.911 0.975
C 0.179 0.600 2.066
C 1.310 -0.456 1.768
C 2.356 0.132 0.798
O 2.840 1.227 0.793
H -1.036 -1.812 -1.797
H -2.855 -1.265 -2.032
H -1.634 -0.700 -3.122
H -0.804 0.663 -1.494
H -1.063 -1.256 0.316
H -2.595 -0.308 0.488
H -0.595 1.763 0.391
H -1.787 1.290 1.582
H -0.350 0.249 2.944
H 0.540 1.561 2.344
H 1.547 -0.875 2.749
H 0.859 -1.250 1.156
H 2.598 -0.557 -0.024
O 1.997 0.782 -2.457
H 2.515 0.611 -1.649
H 1.864 -0.122 -2.765

Cartesian forces (eV/Å) of the 3 atoms listed first:
C -0.68 2.70 -0.98
N 0.32 -1.47 -0.14
C -0.91 2.14 -2.20

Summary:
Kohn-Sham gap = 9.53 eV
electronic energy = -442.77690 Ha
lowest unoccupied orbital energy = 0.6 eV
SMILES = CNCCCCC=O.O
relative energy (zero: lowest compared OMol25 entry of this formula, charge and spin) = 65.45 kcal per mole

=====

Max |F|
In order: 1.0 5.9 4.1 5.6 4.0 1.5 1.5 7.8 6.3 3.2
Unit: eV/Å